Here is C22H38N6O2S2Si4SnTe as an isolated structure from the OMol25 dataset. Energies are from wB97M-V/def2-TZVPD.

- E_LUMO (Ha) = 0.013
- E (eV) = -102776.7220
- molar mass (g mol⁻¹) = 841.38
- HOMO energy (eV) = -6.867
- energy relative to the best compared isomer or geometry (same formula, charge and spin) (kcal per mole) = 0.0

Geometry as XYZ:
```
76
C22H38N6O2S2Si4SnTe, DFT wB97M-V/def2-TZVPD
Te 0.949 0.456 -0.580
Sn 0.140 -2.280 -1.298
S 1.516 -6.916 -3.221
S 0.881 -1.351 -6.240
Si -0.566 1.854 0.807
Si -1.499 3.597 -0.440
Si 0.995 2.701 2.335
Si -2.275 0.705 1.894
O 2.256 -2.310 -1.434
O 4.309 -2.793 -0.706
N 0.510 0.244 -4.116
N 0.721 -4.594 -2.529
N 1.337 -2.932 1.064
N 0.664 -2.080 -3.789
N -2.838 0.008 -3.445
N 0.754 -6.098 -0.741
C 3.131 -2.569 -0.523
C -0.306 4.124 -1.783
C 1.842 1.282 3.219
C 1.427 -5.688 -4.428
C -1.852 5.091 0.641
C 0.996 -4.530 -3.875
C 2.610 -2.571 0.904
C -3.134 3.093 -1.222
C 0.819 -2.946 2.294
C 1.545 -2.571 3.407
C 0.858 -3.232 -4.548
C 2.869 -2.189 3.236
C 2.285 3.681 1.399
C -2.304 -0.676 -2.669
C 0.985 -3.030 -5.876
C 3.421 -2.210 1.969
C 0.206 3.815 3.627
C 0.963 -5.776 -2.050
C -1.634 -0.542 3.136
C -3.294 1.982 2.827
C 0.675 -1.023 -4.558
C -3.404 -0.198 0.705
H -0.784 4.831 -2.465
H 1.079 -2.570 4.382
H -1.155 -1.384 2.634
H 3.460 -1.875 4.086
H 0.049 3.265 -2.355
H -3.957 0.493 0.070
H -3.329 3.688 -2.118
H 0.622 0.406 -3.107
H 1.177 0.792 3.930
H -3.161 2.039 -1.488
H 2.181 0.531 2.503
H 0.740 -5.305 -0.109
H 1.131 -3.761 -6.651
H -4.062 1.489 3.428
H 1.238 -6.907 -0.386
H 2.712 1.651 3.766
H -2.469 -0.923 3.729
H -0.940 5.482 1.094
H 0.984 4.283 4.235
H 0.832 0.985 -4.715
H -2.546 4.854 1.448
H 0.573 4.605 -1.353
H 1.861 4.578 0.945
H -0.901 -0.109 3.816
H 4.450 -1.946 1.773
H 3.083 3.990 2.079
H -3.106 0.757 -4.047
H -3.956 3.269 -0.525
H -2.847 -0.871 0.052
H -0.445 3.250 4.296
H -2.294 5.889 0.039
H -4.127 -0.791 1.271
H -0.391 4.607 3.178
H -2.677 2.584 3.496
H 2.726 3.081 0.603
H -3.797 2.667 2.142
H 1.704 -5.891 -5.446
H -0.216 -3.258 2.377
```

***

Here is C22H39CdCl2N4O4 as an isolated structure in a non-equilibrium geometry from the OMol25 dataset. Energies are from wB97M-V/def2-TZVPD.

- E_LUMO (Ha) = 0.088
- E (eV) = -67207.1794
- molar mass (g mol⁻¹) = 606.90
- net charge = -1
- HOMO energy (eV) = -3.162

Geometry as XYZ:
```
72
C22H39CdCl2N4O4, DFT wB97M-V/def2-TZVPD
Cd -0.073 0.025 0.082
Cl -1.089 1.961 1.110
Cl -1.813 -0.161 -1.629
O 1.385 0.022 1.786
O 0.867 -1.928 -0.717
O -1.237 -1.426 1.244
O 1.576 1.092 -1.004
N 3.128 0.051 3.060
N 0.842 0.111 3.990
N -3.260 -1.887 1.949
N 2.672 -3.109 -1.194
C 1.728 3.709 -3.345
C -2.465 -1.178 1.163
C 3.880 -0.065 1.797
C 1.723 5.102 -3.351
C 4.100 -3.268 -1.200
C -4.598 -1.444 2.229
C 3.978 0.089 4.210
C -0.601 0.137 3.825
C 1.748 0.065 2.961
C -2.248 1.156 -3.845
C 0.378 -0.543 -3.364
C -2.792 -3.143 2.528
C 1.360 1.499 -2.223
C 1.375 3.035 -2.178
C 0.168 0.899 -3.007
C 1.042 3.717 -1.017
C -0.965 1.654 -3.203
C 1.366 5.813 -2.193
C 1.201 0.119 5.383
C 1.024 5.116 -1.032
C 2.114 -1.961 -0.804
C 1.839 -4.208 -1.677
H -2.943 -3.111 3.616
H -0.980 2.698 -2.832
H 1.436 -0.707 -3.562
H -3.389 -3.975 2.119
H 2.801 -1.103 -0.625
H -2.457 1.749 -4.731
H 0.819 -3.849 -1.851
H 0.780 3.154 -0.115
H 4.390 -4.119 -0.563
H 2.275 -4.585 -2.612
H -0.895 0.178 2.776
H 1.740 1.033 5.630
H -3.090 1.279 -3.147
H 4.576 -0.827 4.241
H 0.309 0.121 6.008
H -1.731 -3.287 2.290
H -2.923 -0.422 0.496
H 4.561 -2.343 -0.812
H 2.001 5.637 -4.259
H 1.360 6.904 -2.201
H 0.748 5.644 -0.121
H -4.711 -0.414 1.853
H -1.018 1.041 4.292
H -1.065 -0.745 4.294
H -5.326 -2.100 1.732
H 3.658 0.750 1.103
H 1.752 -0.784 5.644
H -0.258 -0.832 -4.200
H 0.117 -1.198 -2.508
H -4.768 -1.464 3.313
H 1.994 3.138 -4.240
H 3.681 -1.022 1.302
H 4.653 0.945 4.115
H 4.451 -3.452 -2.227
H 3.471 0.183 5.174
H 1.832 -5.020 -0.934
H -2.165 0.097 -4.119
H 4.957 -0.045 2.000
H 2.254 1.146 -2.750
```

***

Here is a 2-piece molecular cluster, C22H39ClFN2O3 overall in a non-equilibrium geometry from the OMol25 dataset. Energies are from wB97M-V/def2-TZVPD.

- E_LUMO (Ha) = -0.184
- E (eV) = -47795.4910
- molar mass (g mol⁻¹) = 434.02
- net charge = +1
- HOMO energy (eV) = -7.789

Geometry as XYZ:
```
68
C22H39ClFN2O3, DFT wB97M-V/def2-TZVPD
Cl -7.189 2.938 -0.476
F -1.430 0.390 0.708
O 1.380 -1.197 2.473
O -0.036 -2.084 0.939
O 3.493 -3.366 -1.039
N -2.596 1.335 0.447
N -4.495 2.834 0.057
C 0.218 -0.871 3.287
C 2.398 -3.196 -0.452
C 0.483 -2.850 -2.075
C 1.736 -0.915 -3.228
C -4.269 1.972 -1.174
C 2.373 -2.401 0.743
C 1.112 -1.928 1.346
C 3.499 0.562 -2.113
C 1.170 -3.815 -1.121
C 3.230 -0.689 -2.961
C -3.122 1.046 -0.922
C 0.644 -0.081 4.499
C 4.634 -0.424 -0.034
C 1.365 -2.410 -3.273
C 3.664 -2.233 1.525
C -3.241 3.650 0.300
C 4.391 -0.895 1.405
C -2.079 2.730 0.549
C -5.613 3.789 -0.175
C 3.389 0.239 -0.619
C -4.762 1.977 1.288
C -3.603 1.069 1.512
H -0.419 -3.334 -2.496
H -3.096 1.282 2.462
H 4.365 -2.995 1.149
H -3.444 -0.002 -0.935
H 5.380 -1.038 1.867
H 1.485 -4.696 -1.698
H 1.478 -0.445 -4.194
H 3.841 -0.117 1.962
H -1.292 2.829 -0.213
H -1.679 2.842 1.567
H -5.771 4.424 0.704
H -4.088 2.682 -1.999
H -4.919 2.692 2.110
H 3.161 1.155 -0.051
H -3.454 4.307 1.153
H -5.709 1.461 1.104
H 2.277 -3.033 -3.308
H 3.643 -1.572 -2.437
H 2.533 -0.435 -0.438
H 1.131 -0.402 -2.458
H -3.880 0.012 1.421
H 0.127 -1.998 -1.469
H -0.258 0.221 5.042
H 3.764 -0.629 -3.923
H -2.299 1.229 -1.624
H -5.422 4.402 -1.070
H 1.185 0.841 4.256
H -0.476 -0.279 2.669
H -3.101 4.286 -0.588
H 0.812 -2.595 -4.214
H -5.216 1.463 -1.377
H 3.483 -2.438 2.597
H 4.939 -1.281 -0.657
H 2.765 1.346 -2.342
H -0.260 -1.816 3.582
H 0.464 -4.097 -0.344
H 1.240 -0.679 5.192
H 5.463 0.306 -0.057
H 4.504 0.924 -2.360
```

***

no.,Kohn-Sham gap (Ha)
1,0.2652
2,0.2040
3,0.1024